1.
{
  "formula": "C45H58As2BiINO16P",
  "method": "ωB97M-V/def2-TZVPD",
  "e_homo_ev": -2.7,
  "mol_weight_g_mol": 1385.65,
  "charge": -2,
  "homo_lumo_gap_ev": 6.625,
  "species": ["Bi", "C", "C", "O", "C", "C", "C", "C", "C", "C", "O", "H", "H", "H", "H", "H", "H", "H", "C", "C", "C", "C", "O", "P", "O", "O", "O", "C", "C", "C", "C", "H", "H", "H", "H", "H", "H", "H", "H", "H", "H", "H", "H", "H", "H", "H", "H", "H", "H", "C", "C", "C", "C", "C", "C", "N", "C", "C", "C", "C", "C", "C", "H", "H", "H", "H", "H", "H", "H", "H", "H", "H", "C", "O", "C", "O", "C", "C", "As", "C", "C", "C", "As", "C", "C", "O", "O", "C", "C", "O", "O", "C", "C", "O", "O", "C", "H", "H", "H", "H", "H", "H", "H", "H", "H", "H", "H", "H", "H", "H", "H", "H", "H", "H", "C", "O", "C", "O", "H", "H", "H", "I", "C", "H", "H"],
  "positions_angstrom": [[0.303, -0.267, -0.649], [1.279, -2.106, 3.957], [1.128, -0.893, 3.048], [0.312, -0.964, 2.142], [1.945, 0.293, 3.317], [2.384, 0.534, 4.628], [3.096, 1.659, 4.980], [3.420, 2.579, 3.963], [3.049, 2.364, 2.665], [2.294, 1.205, 2.252], [2.035, 1.017, 1.033], [0.811, -2.953, 3.458], [0.770, -1.937, 4.910], [2.327, -2.319, 4.169], [2.128, -0.182, 5.402], [3.396, 1.831, 6.006], [3.985, 3.472, 4.213], [3.316, 3.059, 1.877], [5.755, -3.387, 0.829], [4.751, -2.310, 0.442], [3.763, -2.067, 1.571], [5.466, -1.018, 0.063], [4.051, -2.875, -0.688], [3.265, -2.010, -1.798], [4.185, -1.516, -2.847], [2.392, -0.996, -1.090], [2.274, -3.153, -2.347], [2.541, -4.029, -3.462], [2.492, -3.244, -4.769], [3.887, -4.723, -3.287], [1.406, -5.043, -3.412], [6.321, -3.080, 1.712], [6.450, -3.569, 0.007], [5.230, -4.318, 1.055], [4.296, -1.750, 2.472], [3.214, -2.988, 1.784], [3.045, -1.296, 1.295], [6.038, -0.660, 0.923], [4.749, -0.245, -0.219], [6.138, -1.181, -0.781], [3.249, -2.461, -4.758], [1.509, -2.785, -4.899], [2.675, -3.919, -5.610], [4.697, -3.995, -3.331], [4.025, -5.462, -4.080], [3.925, -5.229, -2.320], [0.444, -4.528, -3.432], [1.460, -5.632, -2.495], [1.463, -5.719, -4.269], [2.993, 3.254, -2.216], [1.930, 2.553, -2.765], [0.671, 2.587, -2.186], [0.444, 3.311, -1.005], [1.513, 4.051, -0.481], [2.761, 4.015, -1.079], [-0.803, 3.339, -0.392], [-1.044, 3.805, 0.888], [-0.322, 3.730, 2.011], [-1.119, 3.696, 3.267], [-2.309, 4.606, 3.307], [-3.026, 4.696, 2.201], [-2.509, 4.099, 0.940], [3.980, 3.197, -2.657], [2.075, 1.951, -3.656], [-0.146, 2.046, -2.637], [1.363, 4.648, 0.408], [3.571, 4.582, -0.632], [0.694, 3.361, 2.037], [-0.485, 3.811, 4.144], [-2.610, 5.050, 4.248], [-3.962, 5.243, 2.159], [-2.742, 4.784, 0.123], [-3.312, -1.652, -2.515], [-4.553, -2.050, -1.897], [-5.209, -1.243, -1.059], [-6.285, -1.589, -0.637], [-4.572, 0.045, -0.584], [-5.230, 1.178, -0.827], [-4.910, 2.918, 0.025], [-5.629, 2.359, 1.774], [-2.983, 2.714, 0.445], [-2.701, 1.546, 1.360], [-2.926, -0.218, 0.490], [-3.866, -1.398, 1.770], [-2.169, 1.477, 2.604], [-1.678, 2.346, 3.507], [-2.138, 0.234, 3.164], [-1.603, 0.063, 4.462], [-2.099, 2.619, -0.884], [-1.884, 1.440, -1.367], [-2.785, 3.524, -1.789], [-2.349, 3.508, -3.129], [-6.497, 1.221, -1.626], [-7.552, 1.520, -1.133], [-6.447, 0.977, -2.957], [-5.216, 1.082, -3.690], [-3.380, -1.964, -3.555], [-2.489, -2.158, -2.021], [-3.164, -0.574, -2.476], [-6.717, 2.398, 1.715], [-5.271, 3.046, 2.542], [-5.306, 1.350, 2.020], [-4.617, -0.878, 2.364], [-3.115, -1.846, 2.414], [-4.344, -2.187, 1.186], [-1.619, -1.014, 4.632], [-2.216, 0.563, 5.215], [-0.581, 0.434, 4.537], [-3.139, 3.974, -3.722], [-2.182, 2.488, -3.478], [-1.424, 4.080, -3.260], [-4.950, 0.100, -4.075], [-4.399, 1.467, -3.083], [-5.400, 1.760, -4.522], [1.023, -4.506, 0.597], [0.991, -3.103, 0.365], [-0.097, -2.568, -0.248], [-1.069, -3.237, -0.512], [1.252, -4.666, 1.652], [1.823, -4.928, -0.013], [0.070, -4.967, 0.347], [-0.881, 0.012, -4.540], [0.288, -0.827, -2.945], [1.303, -0.590, -3.259], [0.152, -1.900, -3.043]]
}



2.
{
  "formula": "C10H12O2",
  "method": "ωB97M-V/def2-TZVPD",
  "e_homo_ev": -9.2,
  "mol_weight_g_mol": 164.20,
  "charge": 0,
  "homo_lumo_gap_ev": 9.812,
  "species": ["C", "C", "C", "C", "C", "C", "C", "C", "C", "C", "H", "H", "H", "H", "H", "H", "H", "H", "H", "H", "H", "H", "O", "O"],
  "positions_angstrom": [[-3.591, -0.452, -1.771], [-3.098, -0.131, -0.527], [-1.588, -0.776, -0.431], [0.260, -1.172, 1.074], [1.293, -0.242, 0.734], [2.214, -0.363, -0.320], [3.366, 0.554, -0.463], [3.387, 1.606, 0.321], [2.443, 1.836, 1.360], [1.491, 0.909, 1.621], [-3.263, -0.136, -2.752], [-3.836, -1.366, -1.748], [-4.617, 0.060, -2.134], [-3.276, -0.442, 0.372], [-2.947, 0.819, -0.405], [0.129, -1.578, 2.310], [0.488, -1.720, 0.421], [2.290, -1.316, -0.802], [3.810, 0.245, -1.367], [4.063, 2.140, 0.105], [2.721, 2.594, 2.133], [0.704, 1.015, 2.729], [-1.286, -1.521, -1.250], [-1.157, -0.562, 0.791]]
}



What did the second record say?
{
  "formula": "C10H12O2",
  "method": "ωB97M-V/def2-TZVPD",
  "e_homo_ev": -9.2,
  "mol_weight_g_mol": 164.20,
  "charge": 0,
  "homo_lumo_gap_ev": 9.812,
  "species": ["C", "C", "C", "C", "C", "C", "C", "C", "C", "C", "H", "H", "H", "H", "H", "H", "H", "H", "H", "H", "H", "H", "O", "O"],
  "positions_angstrom": [[-3.591, -0.452, -1.771], [-3.098, -0.131, -0.527], [-1.588, -0.776, -0.431], [0.260, -1.172, 1.074], [1.293, -0.242, 0.734], [2.214, -0.363, -0.320], [3.366, 0.554, -0.463], [3.387, 1.606, 0.321], [2.443, 1.836, 1.360], [1.491, 0.909, 1.621], [-3.263, -0.136, -2.752], [-3.836, -1.366, -1.748], [-4.617, 0.060, -2.134], [-3.276, -0.442, 0.372], [-2.947, 0.819, -0.405], [0.129, -1.578, 2.310], [0.488, -1.720, 0.421], [2.290, -1.316, -0.802], [3.810, 0.245, -1.367], [4.063, 2.140, 0.105], [2.721, 2.594, 2.133], [0.704, 1.015, 2.729], [-1.286, -1.521, -1.250], [-1.157, -0.562, 0.791]]
}